# 1
A molecular structure, C27H51GaN7O8P3S2. Source: the OMol25 dataset; level of theory: ωB97M-V with the def2-TZVPD basis set.

Its highest occupied orbital energy is -11.6 eV. Its total charge is +2.

The geometry in XYZ format:
```
99
Properties=species:S:1:pos:R:3:mulliken_charge:R:1
Ga 0.27 -0.54 0.20 0.63
O -0.48 -2.34 0.24 -0.36
N -0.56 -3.02 -0.92 0.42
C -0.95 -4.30 -0.86 -0.12
C -1.09 -5.05 -2.03 -0.81
C -0.60 -4.45 -3.20 -0.27
C -0.07 -3.17 -3.25 -1.04
C -0.12 -2.41 -2.06 0.93
S 0.45 -0.73 -2.10 -0.39
H -1.27 -4.61 0.13 0.48
H -1.37 -6.09 -2.02 0.44
H -0.43 -5.09 -4.08 0.35
H 0.21 -2.54 -4.11 0.45
C -1.25 4.05 0.14 -1.03
N -2.21 3.16 0.71 0.65
C -3.22 3.74 1.58 -0.90
P -2.09 1.55 0.66 -0.76
O -0.69 1.16 0.15 -0.13
O -2.08 1.13 2.29 0.70
P -1.08 0.19 3.17 -1.46
O -0.22 -0.65 2.25 0.25
N -2.26 -0.69 3.92 0.41
C -3.44 0.01 4.51 -0.82
C -1.92 -1.98 4.50 -0.82
N -0.18 1.15 4.09 0.69
C 0.87 0.63 4.96 -1.01
C -0.67 2.46 4.47 -0.68
N -3.22 0.74 -0.13 0.68
C -4.39 0.09 0.49 -0.80
C -3.16 0.68 -1.58 -0.99
H -0.52 4.36 0.95 0.27
H -1.67 4.87 -0.43 0.50
H -0.61 3.52 -0.64 0.14
H -3.85 4.47 1.00 0.36
H -2.82 4.19 2.50 0.34
H -3.83 2.94 1.99 0.20
H -3.51 1.01 4.13 0.18
H -3.34 0.18 5.69 0.28
H -4.36 -0.57 4.38 0.36
H -1.22 -2.48 3.79 0.14
H -2.87 -2.54 4.55 0.37
H -1.48 -1.86 5.52 0.26
H 0.76 -0.47 4.98 0.30
H 0.77 0.94 6.06 0.33
H 1.86 0.92 4.64 0.32
H -1.21 2.52 5.45 0.30
H -1.39 2.84 3.68 -0.06
H 0.20 3.18 4.57 0.38
H -4.16 -0.98 0.59 0.29
H -5.25 0.23 -0.08 0.50
H -4.52 0.43 1.59 0.17
H -3.72 -0.14 -1.99 0.38
H -2.12 0.59 -1.95 0.26
H -3.66 1.50 -2.17 0.30
C 6.85 -3.09 -3.09 -1.32
C 6.07 -2.11 -2.21 -0.59
C 5.09 -2.64 -1.10 -0.34
N 4.14 -1.54 -0.76 0.03
C 3.32 -1.47 0.32 -0.22
S 2.59 0.06 0.63 -0.38
N 3.17 -2.56 1.14 0.23
C 2.75 -3.86 0.78 0.32
O 2.29 -4.07 -0.36 -0.63
C 3.01 -4.96 1.73 0.30
C 3.81 -4.79 2.89 -0.25
C 3.92 -5.88 3.73 -0.91
C 3.41 -7.13 3.37 -0.22
C 2.80 -7.36 2.16 -0.96
C 2.60 -6.25 1.36 -0.03
H 7.41 -2.51 -3.84 0.37
H 6.24 -3.85 -3.56 0.36
H 7.65 -3.61 -2.55 0.33
H 5.58 -1.41 -2.87 0.41
H 6.85 -1.53 -1.69 0.32
H 5.71 -2.93 -0.27 0.27
H 4.53 -3.51 -1.43 0.27
H 4.24 -0.79 -1.40 0.38
H 2.87 -2.25 2.05 0.43
H 4.29 -3.80 3.08 0.48
H 4.42 -5.88 4.66 0.45
H 3.54 -7.93 4.08 0.41
H 2.59 -8.38 1.89 0.43
H 2.11 -6.33 0.38 0.46
C -4.42 7.72 -5.45 -0.60
O -3.20 7.53 -4.64 -0.17
P -2.31 6.23 -4.62 0.16
O -0.96 6.68 -3.80 -0.17
C -0.87 7.77 -2.86 -0.59
O -1.65 6.34 -6.15 -0.31
C -1.18 5.22 -6.82 -0.63
H -4.13 7.58 -6.48 0.29
H -4.76 8.74 -5.19 0.21
H -5.15 6.93 -5.23 0.29
H -1.79 7.84 -2.33 0.26
H -0.61 8.73 -3.32 0.28
H -0.06 7.55 -2.18 0.24
H -1.98 4.87 -7.57 0.23
H -0.84 4.43 -6.11 0.26
H -0.22 5.47 -7.27 0.25
```

=====

# 2
2 unconnected molecules or ions with the total composition C7H14O2P. Source: the OMol25 dataset; level of theory: ωB97M-V with the def2-TZVPD basis set.

Its highest occupied orbital energy is -4.6 eV. Its total charge is -1.

The geometry in XYZ format:
```
24
Properties=species:S:1:pos:R:3:nbo_charge:R:1
C -2.89 0.04 -0.42 -0.43
C -2.60 0.03 1.08 -0.40
C -2.23 -1.21 -0.78 -0.22
C -1.65 -1.12 1.41 -0.45
C -1.48 -1.77 0.11 -0.16
C 2.73 1.99 -1.08 -0.61
C 2.05 1.03 -0.17 -0.80
O 4.25 -0.32 0.63 -1.19
O 2.01 -1.45 0.95 -1.18
P 2.87 -0.58 0.10 2.03
H -3.94 0.12 -0.61 0.19
H -2.42 0.80 -1.17 0.20
H -2.26 1.02 1.51 0.21
H -3.61 -0.26 1.42 0.19
H -2.05 -1.41 -1.87 0.19
H 3.03 -0.89 -1.32 -0.24
H -0.69 -0.79 1.70 0.25
H -2.08 -1.77 2.19 0.20
H -0.67 -2.44 -0.04 0.24
H 3.87 2.14 -0.85 0.22
H 2.72 1.51 -2.07 0.20
H 2.11 2.98 -0.97 0.19
H 1.04 0.95 -0.56 0.19
H 1.89 1.42 0.80 0.21
```

=====

# 3
A molecular structure, C39H18Cl3F4Ge2N6PdS2. Source: the OMol25 dataset; level of theory: ωB97M-V with the def2-TZVPD basis set.

Its highest occupied orbital energy (alpha / beta) is -2.0 / -2.0 eV. Its spin multiplicity is 2. Its total charge is -2.

The geometry in XYZ format:
```
75
Properties=species:S:1:pos:R:3:lowdin_spin:R:1
Pd -0.42 -0.04 -1.01 0.43
S -0.28 0.62 1.31 0.01
C -0.62 -0.92 2.12 0.00
C -0.41 -0.94 3.49 0.00
C -0.69 -2.06 4.24 0.00
C -0.52 -2.03 5.66 0.00
N -0.42 -1.97 6.80 0.00
C -1.17 -3.21 3.58 0.00
C -1.34 -3.21 2.21 0.02
C -1.06 -2.07 1.43 0.04
S -1.29 -2.19 -0.28 0.32
C -1.53 -4.38 4.33 0.00
N -1.85 -5.30 4.94 0.00
H -0.02 -0.05 3.98 0.00
H -1.69 -4.10 1.72 0.01
Cl -0.99 2.08 -4.09 0.04
Ge -1.50 0.15 -3.13 0.05
Cl -3.68 0.13 -3.29 0.01
Cl -0.96 -1.30 -4.66 0.01
C -1.71 0.89 0.28 0.00
Ge -2.28 2.76 0.22 0.01
C -3.12 3.21 1.94 0.00
C -2.73 2.62 3.14 0.00
C -3.33 2.98 4.34 0.00
C -4.33 3.95 4.36 0.00
C -4.73 4.54 3.17 0.00
C -4.13 4.17 1.97 0.00
C -3.64 3.09 -1.14 0.00
C -4.92 2.55 -0.99 0.00
C -5.89 2.78 -1.95 0.00
C -5.59 3.56 -3.07 0.00
C -4.33 4.09 -3.22 0.00
C -3.35 3.87 -2.26 0.00
C -0.71 3.88 -0.06 0.00
C -0.59 5.12 0.57 0.00
C 0.52 5.92 0.36 0.00
C 1.54 5.48 -0.48 0.00
C 1.43 4.25 -1.12 0.00
C 0.31 3.46 -0.91 0.01
H -2.52 0.22 0.55 0.00
H -1.96 1.86 3.15 0.00
H -3.02 2.50 5.26 0.00
H -4.80 4.23 5.30 0.00
H -5.51 5.29 3.18 0.00
H -4.47 4.63 1.05 0.00
H -5.16 1.94 -0.13 0.00
H -6.88 2.35 -1.83 0.00
H -6.35 3.72 -3.83 0.00
H -4.09 4.68 -4.10 0.00
H -2.36 4.28 -2.39 0.00
H -1.37 5.46 1.24 0.00
H 0.60 6.87 0.86 0.00
H 2.41 6.10 -0.64 0.00
H 2.22 3.91 -1.77 0.00
H 0.24 2.51 -1.43 0.01
F 3.57 -3.56 -1.57 0.00
C 3.15 -4.12 -0.42 0.00
C 3.25 -5.49 -0.29 0.00
F 3.78 -6.17 -1.32 0.00
C 2.87 -6.18 0.87 0.00
C 2.37 -5.34 1.88 0.00
C 2.29 -3.97 1.74 0.00
F 1.77 -3.26 2.77 0.00
C 2.67 -3.29 0.59 0.00
C 2.56 -1.82 0.44 0.00
C 1.99 -1.27 -0.67 0.01
N 1.48 -0.81 -1.62 0.03
C 2.85 -0.94 1.50 0.00
N 3.05 -0.17 2.35 0.00
F 1.91 -5.87 3.03 0.00
C 2.99 -7.61 1.02 0.00
C 3.01 -8.49 -0.09 0.00
N 3.02 -9.24 -0.96 0.00
C 3.13 -8.22 2.29 0.00
N 3.27 -8.76 3.31 0.00
```

=====

# 4
A molecular structure, C27H19AsClIN2O7SV. Source: the OMol25 dataset; level of theory: ωB97M-V with the def2-TZVPD basis set.

Its highest occupied orbital energy (alpha / beta) is -7.9 / -8.0 eV. Its spin multiplicity is 2.

The geometry in XYZ format:
```
60
Properties=species:S:1:pos:R:3:nbo_charge:R:1
V 0.05 -0.02 0.74 1.47
Cl -5.32 4.53 1.71 0.03
C -3.78 3.75 1.77 0.01
C -3.32 3.26 2.95 -0.27
C -2.17 2.39 3.01 -0.19
I -1.90 1.13 4.65 0.26
C -1.36 2.29 1.93 0.26
O -0.57 1.25 1.57 -0.56
C -1.65 3.14 0.79 0.24
N -0.75 3.19 -0.12 -0.42
C -1.30 2.82 -1.37 -0.06
C -2.71 3.22 -1.91 -0.27
C -3.51 3.67 -0.73 -0.05
C -3.05 3.53 0.54 -0.18
H -3.91 3.39 3.85 0.25
H -0.55 2.85 -2.15 0.22
H -2.77 3.94 -2.73 0.22
H -4.45 4.19 -0.91 0.23
O -1.27 -1.56 2.01 -1.02
As 0.22 -1.71 3.09 2.40
O -0.38 -1.88 4.59 -1.16
O 1.10 -0.36 2.73 -1.11
C 1.10 -3.37 2.60 -0.43
C 1.18 -4.34 3.59 -0.17
C 1.92 -5.49 3.36 -0.19
C 2.58 -5.68 2.15 -0.19
C 2.50 -4.72 1.16 -0.20
C 1.77 -3.57 1.40 -0.24
S 1.93 -2.24 0.25 2.40
O 2.24 -2.79 -1.04 -0.92
O 0.55 -1.55 0.21 -0.88
O 2.90 -1.35 0.83 -0.94
H -2.00 -1.51 2.64 0.52
H 0.65 -4.17 4.52 0.26
H 2.00 -6.24 4.14 0.22
H 3.17 -6.57 1.99 0.22
H 3.00 -4.82 0.20 0.25
N 1.63 0.97 -0.19 -0.79
C 2.16 0.42 -1.44 0.11
C 3.53 0.30 -1.60 -0.19
C 4.06 -0.27 -2.74 -0.20
C 3.22 -0.74 -3.73 -0.19
C 1.85 -0.59 -3.59 -0.21
C 1.29 -0.01 -2.46 0.03
C -0.14 0.29 -2.34 -0.13
C -0.88 0.70 -3.56 -0.20
C -2.06 1.33 -3.60 -0.17
C -2.82 1.70 -2.36 -0.22
C -1.89 1.36 -1.17 -0.27
C -0.75 0.41 -1.14 -0.16
H 2.36 0.88 0.52 0.43
H 1.36 1.95 -0.29 0.44
H 4.19 0.62 -0.80 0.22
H 5.14 -0.36 -2.84 0.22
H 3.63 -1.23 -4.60 0.22
H 1.20 -0.97 -4.37 0.22
H -0.40 0.46 -4.51 0.21
H -2.53 1.55 -4.56 0.21
H -3.83 1.29 -2.36 0.22
H -2.49 1.32 -0.27 0.21
```

=====

# 5
C4H7NOS in the gas phase. Source: the OMol25 dataset; level of theory: ωB97M-V with the def2-TZVPD basis set.

Its highest occupied orbital energy is -7.8 eV.

The geometry in XYZ format:
```
14
Properties=species:S:1:pos:R:3:nbo_charge:R:1
C -1.80 0.05 -0.69 -0.25
O -0.56 -0.46 -0.80 -0.55
C 0.39 -0.11 0.32 0.22
C 1.01 1.21 0.06 -0.31
C 2.27 1.08 -0.36 -0.37
S 2.87 -0.52 -0.20 0.45
N 1.40 -1.17 0.42 -0.76
H -2.49 -0.39 -1.38 0.19
H -1.97 1.21 -0.89 0.15
H -2.35 -0.24 0.29 0.15
H -0.16 -0.13 1.22 0.18
H 0.60 2.22 0.14 0.24
H 2.88 1.99 -0.68 0.26
H 1.33 -2.12 0.12 0.41
```

=====

# 6
A molecular structure, C9H13N5. Source: the OMol25 dataset; level of theory: ωB97M-V with the def2-TZVPD basis set.

Its highest occupied orbital energy is -7.7 eV.

The geometry in XYZ format:
```
27
Properties=species:S:1:pos:R:3:nbo_charge:R:1
C -1.03 -3.72 -0.14 0.14
C -0.64 -1.72 -0.48 0.51
C 1.36 0.27 -1.12 0.10
C 0.28 2.31 -0.17 0.09
C 1.35 1.57 -0.93 -0.12
C -0.69 0.42 0.86 0.27
C 2.45 2.47 -1.48 -0.63
C -2.25 0.33 1.10 -0.61
C 0.05 0.07 2.19 -0.63
N -1.21 -2.48 0.38 -0.56
N -0.52 -3.70 -1.33 -0.31
N -0.56 1.87 0.64 -0.36
N -0.18 -2.44 -1.60 -0.42
N -0.28 -0.46 -0.30 -0.49
H -1.08 -4.57 0.53 0.20
H 1.95 -0.50 -1.43 0.20
H 0.23 3.43 -0.42 0.19
H 2.15 2.65 -2.50 0.23
H 3.41 1.93 -1.39 0.23
H 2.39 3.46 -0.84 0.23
H -2.53 1.30 1.64 0.23
H -2.43 -0.58 1.71 0.23
H -2.72 0.23 0.12 0.21
H 0.79 0.71 2.40 0.21
H 0.28 -0.96 2.11 0.23
H -0.68 0.27 2.99 0.21
H 0.13 -2.18 -2.55 0.42
```

=====

# 7
3 unconnected molecules or ions with the total composition C3H8N2O2. Source: the OMol25 dataset; level of theory: ωB97M-V with the def2-TZVPD basis set.

Its highest occupied orbital energy is -8.7 eV.

The geometry in XYZ format:
```
15
Properties=species:S:1:pos:R:3:nbo_charge:R:1
C 1.93 -0.71 -1.08 -0.14
C 0.82 0.09 -0.92 -0.07
N 1.28 1.37 -0.90 -0.55
C 2.61 1.32 -1.28 0.18
N 3.06 0.11 -1.23 -0.45
H 1.92 -1.59 -1.70 0.21
H -0.19 -0.26 -1.02 0.22
H 0.95 2.19 -0.41 0.42
H 3.11 2.22 -1.58 0.19
O -1.59 0.08 1.25 -0.94
H -1.69 -0.05 2.20 0.47
H -2.05 -0.69 0.88 0.47
O -5.24 -1.66 2.43 -0.93
H -5.00 -2.60 2.47 0.47
H -4.66 -1.28 3.10 0.46
```

=====

# 8
C17H21N3O4S in the gas phase. Source: the OMol25 dataset; level of theory: ωB97M-V with the def2-TZVPD basis set.

Its highest occupied orbital energy is -8.9 eV.

The geometry in XYZ format:
```
46
Properties=species:S:1:pos:R:3:nbo_charge:R:1
C 4.86 1.29 -0.06 -0.63
C 3.40 1.73 0.05 -0.22
N 2.44 0.68 -0.23 -0.68
C 2.43 0.13 -1.57 -0.34
C 1.00 -0.03 -2.10 0.68
O 0.68 -0.93 -2.85 -0.64
N 0.17 0.95 -1.71 -0.63
C -1.24 0.92 -1.98 -0.26
C -2.02 1.47 -0.82 0.22
C -3.38 1.23 -0.69 -0.25
C -4.05 1.77 0.40 -0.16
C -3.34 2.55 1.30 -0.27
C -1.99 2.74 1.07 0.05
N -1.34 2.22 0.04 -0.46
S 2.39 -0.54 0.95 2.32
O 2.61 0.10 2.21 -0.94
O 3.24 -1.63 0.58 -0.94
C 0.69 -1.05 0.83 -0.38
C 0.33 -2.08 0.00 -0.14
C -1.01 -2.42 -0.14 -0.31
C -1.98 -1.73 0.59 0.32
O -3.31 -1.96 0.51 -0.49
C -3.78 -2.97 -0.36 -0.25
C -1.59 -0.71 1.47 -0.21
C -0.26 -0.37 1.58 -0.17
H 5.10 0.98 -1.08 0.20
H 5.52 2.10 0.22 0.22
H 5.02 0.44 0.60 0.22
H 3.20 2.57 -0.63 0.20
H 3.20 2.05 1.07 0.23
H 2.93 -0.84 -1.60 0.24
H 2.96 0.80 -2.26 0.23
H 0.46 1.59 -0.97 0.44
H -1.53 -0.11 -2.20 0.24
H -1.46 1.53 -2.88 0.21
H -3.90 0.62 -1.41 0.22
H -5.11 1.60 0.53 0.22
H -3.82 2.99 2.16 0.22
H -1.38 3.33 1.74 0.20
H 1.09 -2.62 -0.55 0.25
H -1.28 -3.22 -0.81 0.23
H -4.86 -2.96 -0.26 0.20
H -3.50 -2.76 -1.39 0.18
H -3.40 -3.95 -0.07 0.18
H -2.35 -0.21 2.04 0.22
H 0.07 0.42 2.24 0.24
```

=====

The records above give, respectively, F_max values of 3.61; 4.39; 0.37; 4.61; 4.13; 6.91; 1.96; 0.89 eV/A.